# 1
56
Properties=species:S:1:pos:R:3:lowdin_charge:R:1 method="wB97M-V/def2-TZVPD" homo_energy_ev=-15.49 orbital_gap_ha=0.0763 lumo_ev=-13.42 charge=+3
C 1.030 -4.010 0.938 -0.01
C -0.607 -3.778 1.189 -0.25
O -0.921 -3.356 2.445 -0.03
O -1.601 -4.064 0.139 -0.12
C -2.525 -2.913 -0.057 -0.13
C -1.529 -1.624 -0.430 -0.01
C -0.790 -1.747 -1.926 -0.39
Br -1.118 -3.345 -3.129 0.75
C 0.257 -0.560 -2.464 -0.13
C 1.039 -0.634 -3.926 -0.14
C 2.681 -0.598 -3.796 -0.20
N 3.180 0.517 -4.722 -0.03
C 0.503 0.691 -1.427 -0.27
C -0.227 0.826 0.072 -0.05
C -1.300 -0.344 0.595 0.02
C -2.101 -0.250 2.053 -0.14
C -3.437 0.744 1.895 -0.21
C -4.758 0.187 2.693 -0.21
S -6.213 0.000 1.468 0.81
O -7.537 -0.358 2.238 -0.34
O -6.360 1.392 0.765 -0.37
O -5.919 -1.175 0.263 -0.20
N 0.072 2.011 0.963 0.03
C 1.551 2.242 1.170 -0.09
C 2.153 2.374 2.711 0.06
C 3.787 2.625 2.832 -0.44
Cl 4.550 2.733 4.531 0.63
C 4.788 2.785 1.539 0.05
C 4.198 2.653 -0.017 -0.12
O 5.045 2.742 -1.221 -0.17
N 5.967 3.720 -1.119 0.05
O 5.331 4.767 -1.291 0.08
C 2.581 2.365 -0.142 -0.26
S 1.706 2.122 -1.825 0.70
H 1.551 -4.096 2.009 0.11
H 1.542 -3.086 0.417 0.08
H 1.251 -5.040 0.405 0.11
H -3.240 -3.179 -0.951 0.15
H -3.108 -2.765 0.947 0.13
H 0.708 0.332 -4.544 0.12
H 0.708 -1.552 -4.586 0.12
H 3.038 -0.286 -2.703 0.12
H 3.200 -1.640 -4.004 0.18
H 4.154 0.812 -4.413 0.11
H 2.612 1.399 -4.586 -0.10
H -2.506 -1.281 2.429 0.10
H -1.388 0.249 2.868 0.13
H -3.184 1.865 2.211 0.13
H -3.669 0.799 0.729 0.12
H -5.120 0.918 3.565 0.15
H -4.636 -0.872 3.179 0.12
H -5.050 -1.620 0.491 0.06
H -0.454 1.992 1.864 0.12
H 1.415 2.285 3.619 0.13
H 5.935 2.968 1.766 0.14
Lu 2.763 3.058 -3.719 1.80

# 2
16
Properties=species:S:1:pos:R:3:lowdin_charge:R:1 method="wB97M-V/def2-TZVPD" homo_energy_ev=-13.85 orbital_gap_ha=0.3561 lumo_ev=-4.15 relative_energy_ev=1.517 charge=+1
C 0.687 0.544 -1.484 0.10
N 1.013 0.549 0.032 -0.01
C 0.386 1.569 0.905 0.03
C 0.044 0.133 1.046 -0.15
C -1.279 -0.484 0.630 -0.12
N -1.333 -1.325 -0.295 -0.15
P -1.289 -2.832 -1.030 0.76
O -1.152 -3.798 0.033 -0.45
H 0.575 -0.552 -1.620 0.10
H -0.099 1.147 -1.627 0.06
H 1.484 1.012 -1.925 0.08
H 1.959 0.357 0.253 0.18
H -0.374 2.226 0.418 0.16
H 0.979 2.059 1.640 0.13
H 0.477 -0.472 1.815 0.17
H -2.078 -0.133 1.209 0.12

# 3
21
Properties=species:S:1:pos:R:3:mulliken_spin:R:1 method="wB97M-V/def2-TZVPD" homo_energy_ev="-7.49 / -7.61" orbital_gap_ha="0.2583 / 0.2625" lumo_ev="-0.47 / -0.47" relative_energy_ev=0.000 multiplicity=2
O -3.553 -1.552 1.398 0.01
C -3.838 -2.344 2.515 0.00
O -4.964 -2.277 3.012 0.00
O -2.830 -2.990 2.886 0.00
C -4.574 -0.689 0.901 -0.07
H -5.465 -1.297 0.650 0.07
H -4.890 0.011 1.690 0.03
C -4.076 0.037 -0.288 0.89
H -3.347 -0.436 -0.949 0.04
H -4.687 0.837 -0.709 0.02
O 3.124 0.832 -1.795 0.00
C 3.168 0.646 -0.484 0.00
C 4.325 1.493 -2.237 0.00
O 4.076 1.415 0.095 0.00
O 2.713 -0.337 0.063 0.00
C 4.980 1.935 -0.924 0.00
H 4.039 2.326 -2.886 0.00
H 4.926 0.768 -2.797 0.00
H 5.994 1.543 -0.805 0.00
H 5.032 3.018 -0.763 0.00
Cs -0.152 -2.939 1.427 0.00

# 4
57
Properties=species:S:1:pos:R:3:mulliken_spin:R:1 method="wB97M-V/def2-TZVPD" homo_energy_ev="-8.03 / -8.15" orbital_gap_ha="0.3013 / 0.3057" lumo_ev="0.17 / 0.17" relative_energy_ev=0.000 multiplicity=5
O -3.643 2.742 -1.948 0.00
C -4.921 2.068 -2.055 0.00
C -5.515 3.081 -3.047 0.00
H -5.449 2.039 -1.098 0.00
H -4.804 1.067 -2.475 0.00
C -4.121 3.774 -2.885 0.00
H -6.359 3.665 -2.657 0.00
H -5.702 2.681 -4.052 0.00
C -4.191 5.144 -2.232 0.00
H -4.803 5.122 -1.325 0.00
H -4.622 5.878 -2.921 0.00
H -3.182 5.482 -1.976 0.00
C -3.285 3.791 -4.151 0.00
H -3.256 2.800 -4.615 0.00
H -2.265 4.106 -3.912 0.00
H -3.694 4.501 -4.875 0.00
Pm 2.267 -1.539 1.283 4.02
C 4.077 -2.776 -0.229 -0.01
C 3.250 -3.724 0.425 0.00
C 1.926 -3.621 -0.132 0.00
H 3.536 -4.303 1.308 0.00
C 1.957 -2.583 -1.116 0.00
C 3.282 -2.067 -1.180 0.00
H 3.618 -1.239 -1.823 0.00
H 5.129 -2.581 0.007 0.00
H 1.018 -4.083 0.285 0.00
H 1.103 -2.217 -1.696 0.00
C 4.412 -0.610 2.391 -0.01
C 4.436 0.037 1.120 0.00
C 3.307 0.894 1.034 -0.01
H 5.159 -0.154 0.317 0.00
C 2.582 0.802 2.266 0.00
C 3.271 -0.130 3.107 -0.01
H 2.909 -0.504 4.070 0.00
H 5.085 -1.407 2.727 0.00
H 3.000 1.460 0.146 0.00
H 1.590 1.229 2.467 0.00
O 0.392 -0.536 0.542 0.00
C 0.286 0.467 -0.535 0.00
C -1.124 0.272 -1.068 0.00
H 1.103 0.283 -1.256 0.00
H 0.447 1.432 -0.039 0.00
C -1.907 -0.282 0.150 0.00
H -1.088 -0.506 -1.846 0.00
H -1.535 1.199 -1.472 0.00
C -0.913 -1.205 0.838 0.00
H -2.826 -0.806 -0.115 0.00
H -2.122 0.554 0.831 0.00
H -0.878 -2.207 0.376 0.00
H -0.974 -1.292 1.935 0.00
F 2.261 -3.584 6.096 0.00
C 1.758 -4.040 4.916 0.00
F 2.018 -5.374 4.823 0.00
F 0.404 -3.886 4.956 0.00
C 2.428 -3.294 3.731 0.00
O 3.623 -3.346 3.564 0.00
O 1.545 -2.668 3.022 0.00

# 5
15
Properties=species:S:1:pos:R:3:lowdin_charge:R:1 method="wB97M-V/def2-TZVPD" homo_energy_ev=-10.12 smiles="OC[C@H]1CO1.C=O" orbital_gap_ha=0.4010 lumo_ev=0.80 relative_energy_ev=3.197
O 1.324 -0.258 0.944 -0.08
C 0.877 -1.006 -0.165 -0.22
C 0.544 -0.096 -1.327 -0.27
C 0.037 1.250 -1.102 -0.11
O 1.412 1.031 -1.436 -0.05
H 1.911 0.420 0.572 0.09
H -0.019 -1.555 0.140 0.11
H 1.638 -1.736 -0.480 0.12
H 0.318 -0.592 -2.271 0.15
H -0.141 1.585 -0.082 0.11
H -0.551 1.743 -1.874 0.12
C -1.823 -0.192 1.794 -0.12
O -2.230 -0.209 0.657 -0.01
H -2.517 -0.111 2.655 0.08
H -0.744 -0.251 2.025 0.07

# 6
6
Properties=species:S:1:pos:R:3:lowdin_charge:R:1 method="wB97M-V/def2-TZVPD" homo_energy_ev="-8.39 / -8.32" orbital_gap_ha="0.2459 / 0.2351" lumo_ev="-1.70 / -1.92" relative_energy_ev=3.118
C 0.548 0.685 0.854 -0.21
N -0.437 0.909 0.153 -0.26
S -1.191 -2.671 -1.793 -0.37
I -1.070 -0.401 -1.664 0.72
H 1.380 0.098 0.826 0.04
H 0.769 1.379 1.625 0.07

# 7
90
Properties=species:S:1:pos:R:3:mulliken_spin:R:1 method="wB97M-V/def2-TZVPD" homo_energy_ev="0.94 / -3.07" orbital_gap_ha="0.0938 / 0.2411" lumo_ev="3.49 / 3.49" charge=-2 multiplicity=2
N -0.963 0.096 0.783 0.01
H -0.810 1.083 0.934 -0.03
H -0.467 -0.409 1.503 -0.01
H -0.513 -0.212 -0.067 0.01
H -1.944 -0.145 0.786 0.01
O 5.877 -5.011 -1.950 0.00
C 4.790 -4.461 -2.247 0.00
O 3.581 -4.780 -1.821 0.00
B 2.560 -3.814 -2.338 0.00
O 3.383 -2.970 -3.277 0.00
C 4.619 -3.296 -3.250 0.00
O 5.560 -2.757 -3.835 0.00
O 1.412 -4.443 -2.967 0.00
C 0.300 -4.151 -2.247 0.00
O -0.846 -4.629 -2.378 0.00
C 0.743 -3.211 -1.073 0.00
O 1.995 -2.944 -1.244 0.00
O 0.030 -2.785 -0.125 0.00
O 1.749 0.219 0.018 -0.01
C 2.961 0.035 0.270 0.00
O 3.575 -1.121 0.481 0.00
B 5.012 -0.966 0.807 0.00
O 5.221 0.479 0.781 0.00
C 4.044 1.097 0.446 0.01
O 3.866 2.307 0.369 0.00
O 5.859 -1.762 -0.167 0.00
C 6.391 -2.732 0.587 0.00
O 7.118 -3.662 0.213 0.00
C 6.112 -2.441 2.085 0.00
O 5.292 -1.489 2.129 0.00
O 6.619 -3.099 3.067 0.00
C -0.979 -0.606 -3.942 0.00
C -0.422 0.790 -4.030 0.00
C 0.001 1.067 -2.580 -0.01
O -0.880 0.186 -1.831 0.00
C -1.755 -0.554 -2.646 0.00
H -0.178 -1.345 -3.929 0.00
H -1.519 -0.854 -4.856 0.00
H -1.157 1.522 -4.367 0.00
H 0.510 0.782 -4.594 0.00
H -0.136 2.142 -2.465 0.03
H 1.047 0.777 -2.478 -0.01
H -2.701 -0.016 -2.712 0.00
H -2.005 -1.540 -2.253 0.00
C -3.140 4.515 -2.297 0.01
C -3.038 4.347 -0.782 -0.01
C -3.056 2.827 -0.631 0.03
O -3.888 2.385 -1.698 -0.01
C -3.648 3.186 -2.833 -0.01
H -2.125 4.695 -2.653 0.00
H -3.777 5.338 -2.620 0.00
H -3.950 4.700 -0.300 -0.03
H -2.236 4.854 -0.245 0.00
H -3.531 2.512 0.298 0.01
H -2.083 2.343 -0.550 0.02
H -4.548 3.262 -3.444 0.00
H -2.903 2.686 -3.451 0.00
N -0.378 2.783 1.293 0.23
C -1.078 3.599 2.199 0.46
C -0.694 4.948 2.503 -0.23
C 0.385 5.463 1.854 0.33
C 1.115 4.653 0.903 0.15
C 0.666 3.363 0.709 -0.05
H -1.984 3.147 2.573 0.05
H -1.154 5.590 3.240 -0.02
H 0.808 6.418 2.127 0.05
H 1.986 4.939 0.333 0.02
H 1.122 2.686 0.002 0.01
N 0.376 -1.362 2.636 0.00
C 0.032 -2.659 2.887 0.00
C 0.706 -3.540 3.708 0.00
C 1.791 -3.047 4.455 0.00
C 2.184 -1.707 4.268 0.00
C 1.453 -0.893 3.330 0.00
H -0.872 -2.934 2.364 0.00
H 0.303 -4.524 3.900 0.00
H 2.325 -3.665 5.161 0.00
H 3.065 -1.306 4.749 0.00
H 1.776 0.111 3.097 0.00
N -3.527 -0.632 1.172 0.00
C -4.658 -0.278 0.514 0.00
C -5.951 -0.468 0.946 0.00
C -6.079 -1.082 2.214 0.00
C -4.917 -1.511 2.921 0.00
C -3.691 -1.285 2.346 0.00
H -4.526 0.172 -0.459 0.00
H -6.802 -0.188 0.343 0.00
H -7.070 -1.170 2.633 0.00
H -4.953 -2.074 3.842 0.00
H -2.784 -1.578 2.854 0.00

# 8
24
Properties=species:S:1:pos:R:3:lowdin_charge:R:1 method="wB97M-V/def2-TZVPD" homo_energy_ev=-8.62 orbital_gap_ha=0.3379 lumo_ev=0.57 relative_energy_ev=1.172
C -1.983 0.765 -1.165 -0.31
C -1.137 1.762 -0.391 -0.20
C -0.489 1.034 0.795 -0.33
C -1.424 0.014 1.394 -0.30
C 0.914 0.429 0.456 -0.16
C 1.912 1.290 -0.021 -0.03
C 3.199 0.742 -0.275 -0.08
C 3.359 -0.609 -0.337 -0.13
C 2.365 -1.487 0.014 -0.07
C 1.147 -0.973 0.483 -0.03
H -1.392 0.331 -2.019 0.11
H -3.052 0.936 -1.501 0.09
H -1.916 2.444 0.057 0.13
H -0.526 2.330 -1.070 0.11
H -0.331 1.797 1.566 0.14
H -2.259 0.512 1.928 0.10
H -0.964 -0.743 2.019 0.10
H 1.712 2.328 -0.216 0.10
H 4.033 1.353 -0.525 0.09
H 4.333 -0.913 -0.634 0.09
H 2.622 -2.542 -0.297 0.13
H 0.302 -1.636 0.551 0.07
O -1.526 -1.742 -0.648 -0.57
S -2.346 -0.629 -0.024 0.94

# 9
64
Properties=species:S:1:pos:R:3:lowdin_charge:R:1 method="wB97M-V/def2-TZVPD" homo_energy_ev=-6.79 orbital_gap_ha=0.2224 lumo_ev=-0.74 relative_energy_ev=0.000
C 3.189 -1.467 5.711 -0.12
C 1.911 -0.918 6.361 -0.26
C 0.640 -1.712 5.975 -0.21
C -0.536 -0.856 5.472 -0.24
C -0.990 -1.193 4.047 -0.18
B 0.154 -1.015 2.883 -1.11
O 1.213 -0.067 3.312 -0.06
Cl 1.013 -2.695 2.487 0.47
C -0.482 -0.492 1.458 -0.19
C 0.614 0.030 0.510 -0.21
C 0.296 -0.247 -0.973 -0.23
N 0.159 0.935 -1.855 -0.10
C 1.412 1.694 -2.021 -0.15
C 1.180 3.179 -1.876 -0.16
C 0.269 3.819 -2.713 -0.05
C 0.002 5.174 -2.589 -0.09
C 0.668 5.912 -1.618 -0.08
C 1.582 5.297 -0.782 -0.01
C 1.841 3.936 -0.909 -0.27
O 2.715 3.317 -0.042 0.04
H 4.080 -1.256 6.308 0.06
H 3.316 -1.020 4.726 0.06
H 3.132 -2.551 5.585 0.07
H 1.798 0.116 6.029 0.09
H 2.034 -0.878 7.447 0.09
H 0.935 -2.430 5.211 0.06
H 0.338 -2.279 6.860 0.10
H -0.278 0.206 5.531 0.09
H -1.379 -0.988 6.163 0.09
H -1.819 -0.508 3.806 0.08
H -1.427 -2.198 4.037 0.08
H 0.831 0.813 3.370 0.07
H -1.199 0.310 1.690 0.09
H -1.050 -1.289 0.962 0.07
H 0.743 1.104 0.661 0.11
H 1.544 -0.484 0.757 0.09
H -0.693 -0.718 -0.975 0.07
H 1.017 -0.945 -1.408 0.12
H -0.503 1.546 -1.384 0.12
H 1.816 1.539 -3.028 0.12
H 2.167 1.371 -1.306 0.12
H -0.239 3.223 -3.464 0.11
H -0.722 5.646 -3.240 0.10
H 0.462 6.969 -1.514 0.10
H 2.100 5.845 -0.005 0.12
H 3.612 3.615 -0.224 0.12
C -1.425 -2.751 -2.845 -0.02
C -2.354 -1.615 -3.246 -0.30
C -3.267 -1.936 -4.428 -0.19
O -2.543 -1.940 -5.640 -0.19
C -2.093 -3.213 -6.107 -0.07
N -1.528 -0.431 -3.669 0.21
H -0.647 -2.917 -3.592 0.09
H -0.934 -2.539 -1.898 0.07
H -1.992 -3.672 -2.728 0.10
H -2.947 -1.298 -2.387 0.16
H -4.023 -1.151 -4.523 0.13
H -3.791 -2.879 -4.263 0.13
H -2.748 -4.013 -5.757 0.10
H -1.071 -3.415 -5.782 0.08
H -2.114 -3.186 -7.194 0.09
H -0.729 -0.226 -3.026 0.10
H -2.080 0.423 -3.734 0.17
H -1.181 -0.629 -4.614 0.16

# 10
62
Properties=species:S:1:pos:R:3:lowdin_charge:R:1 method="wB97M-V/def2-TZVPD" homo_energy_ev=-4.16 orbital_gap_ha=0.2375 lumo_ev=2.30 relative_energy_ev=0.366 charge=-1
Sn 1.088 -2.006 -0.670 1.37
C -4.443 -0.304 2.433 -0.06
C -3.280 -0.183 1.483 -0.28
C -2.347 0.839 1.620 -0.05
C -1.260 0.912 0.779 -0.05
C -1.028 -0.031 -0.239 -0.28
N 0.165 -0.035 -0.975 -0.07
C 0.720 1.133 -1.448 -0.21
C -0.059 2.310 -1.528 -0.03
C 0.479 3.541 -1.836 -0.06
C 1.829 3.670 -2.134 -0.29
C 2.460 5.013 -2.406 -0.07
C 2.561 2.497 -2.246 0.00
C 2.042 1.234 -1.968 -0.06
C 2.845 -0.003 -2.389 -0.36
O 2.784 -1.100 -1.575 -0.35
C 2.325 -0.396 -3.809 -0.53
F 2.313 0.648 -4.673 0.14
F 1.074 -0.863 -3.732 0.15
F 3.073 -1.365 -4.382 0.14
C 4.376 0.291 -2.514 -0.53
F 4.729 1.087 -3.556 0.12
F 4.843 0.892 -1.398 0.14
F 5.081 -0.842 -2.661 0.14
C -1.993 -1.050 -0.405 -0.08
C -3.089 -1.094 0.458 0.01
C -1.890 -2.049 -1.577 -0.38
O -0.651 -2.505 -1.906 -0.32
C -2.502 -1.333 -2.817 -0.53
F -2.484 -2.112 -3.912 0.15
F -3.798 -0.961 -2.621 0.12
F -1.823 -0.215 -3.112 0.16
C -2.719 -3.351 -1.301 -0.53
F -4.072 -3.227 -1.292 0.11
F -2.453 -4.296 -2.215 0.15
F -2.375 -3.867 -0.095 0.13
H -4.723 0.673 2.829 0.07
H -5.313 -0.740 1.941 0.07
H -4.179 -0.945 3.280 0.07
H -2.470 1.579 2.405 0.11
H -0.544 1.712 0.908 0.11
H -1.120 2.227 -1.342 0.11
H -0.163 4.416 -1.858 0.11
H 1.855 5.814 -1.979 0.07
H 3.459 5.069 -1.970 0.07
H 2.556 5.197 -3.480 0.07
H 3.574 2.595 -2.609 0.11
H -3.850 -1.848 0.330 0.11
C 0.493 -1.048 6.443 -0.05
C 0.558 -1.140 4.946 -0.28
C 0.939 -0.059 4.161 -0.02
C 1.015 -0.211 2.785 -0.13
N 0.734 -1.351 2.166 0.00
C 0.362 -2.387 2.909 -0.14
C 0.261 -2.330 4.288 -0.03
H 0.601 -0.019 6.781 0.07
H 1.297 -1.639 6.887 0.08
H -0.452 -1.445 6.818 0.08
H 1.171 0.895 4.617 0.11
H 1.331 0.608 2.149 0.11
H 0.130 -3.299 2.366 0.10
H -0.045 -3.205 4.850 0.11

# 11
14
Properties=species:S:1:pos:R:3:lowdin_charge:R:1 method="wB97M-V/def2-TZVPD" homo_energy_ev=-8.20 orbital_gap_ha=0.3089 lumo_ev=0.20 relative_energy_ev=5.116
H -0.183 -0.431 -2.534 0.09
N -0.277 -0.170 -1.517 0.05
C 0.607 -0.558 -0.723 -0.74
N 1.914 -1.069 -1.176 -0.45
S 2.874 -1.876 -2.521 0.71
S 0.863 -0.169 1.060 0.94
C -0.726 0.576 1.020 -0.51
N -1.025 1.338 2.084 -0.17
N -2.349 1.786 2.343 -0.10
H 2.383 -1.407 -0.160 0.08
H 2.616 -3.131 -2.352 -0.22
H -1.311 0.522 0.058 0.07
H -3.228 1.856 1.555 0.16
H -2.159 2.732 2.863 0.10